1.
This record from the Open Molecules 2025 dataset describes a 2-piece molecular cluster, C2H5N2 overall at a distorted geometry. The level of theory is ωB97M-V/def2-TZVPD.

```
9
Properties=species:S:1:pos:R:3:mulliken_charge:R:1
C 0.06 0.20 -0.16 0.474
C 0.43 -0.75 0.96 -0.335
N -0.93 -0.51 0.31 -0.414
N 0.29 1.04 -1.15 -0.352
H 1.00 -1.64 0.92 0.302
H 0.73 -0.20 1.94 0.238
H -2.33 -0.52 0.45 0.523
H 1.24 1.21 -1.45 0.281
H -0.48 1.18 -1.81 0.283
```

Computed properties:
* total charge: +1
* calculated total energy: -188.3291 a.u.


2.
This record from the Open Molecules 2025 dataset describes CH5O4PSi as an isolated structure at a distorted geometry. The level of theory is ωB97M-V/def2-TZVPD.

```
12
Properties=species:S:1:pos:R:3:mulliken_charge:R:1
C -2.01 -0.09 0.50 -1.190
O 1.99 -1.49 -0.88 -0.679
O 2.76 0.91 -0.67 -0.664
O 2.83 -0.68 1.37 -0.738
O -0.62 2.01 -1.03 -0.665
Si -0.36 0.57 -0.61 0.330
P 2.29 -0.32 -0.01 0.786
H -2.70 0.74 0.70 0.323
H -2.69 -0.89 0.12 0.287
H -1.79 -0.39 1.56 0.301
H 0.77 0.14 0.55 0.033
H -0.47 -0.50 -1.59 -0.124
```

Computed properties:
* total charge: -2
* calculated total energy: -972.9861 a.u.


3.
This record from the Open Molecules 2025 dataset describes a 2-piece molecular cluster, C2H8S2 overall at a distorted geometry. The level of theory is ωB97M-V/def2-TZVPD.

```
12
Properties=species:S:1:pos:R:3:mulliken_charge:R:1
C 2.10 0.32 -0.08 -0.634
S 0.90 1.54 -0.78 -0.150
H 1.48 -0.53 0.16 0.150
H 2.55 0.77 0.80 0.279
H 2.93 0.09 -0.75 0.298
H 1.75 2.27 -1.48 0.082
C -1.97 -1.24 0.33 -0.650
S -2.56 0.41 -0.06 -0.153
H -0.95 -1.36 -0.02 0.170
H -2.63 -2.02 -0.04 0.298
H -2.03 -1.34 1.42 0.266
H -1.57 1.10 0.49 0.043
```

Computed properties:
* total charge: 0
* SMILES string: CS.CS
* calculated total energy: -877.3406 a.u.


4.
This record from the Open Molecules 2025 dataset describes C21H43N2OP3Yb as an isolated structure at a distorted geometry. The level of theory is ωB97M-V/def2-TZVPD.

```
71
Properties=species:S:1:pos:R:3:mulliken_charge:R:1
Yb -0.24 -0.33 -1.34 0.232
P 0.51 -2.99 -2.08 0.840
P 2.30 -0.17 0.01 1.174
P -3.08 0.26 -1.31 1.052
H 1.99 4.68 -0.99 0.312
C 0.91 4.52 -0.86 -0.517
C 0.36 4.36 0.36 -0.600
H 0.98 4.33 1.27 0.325
C 1.28 -2.83 -3.74 -1.285
C 1.58 -4.31 -1.37 -1.312
C -0.93 -4.06 -2.50 -1.231
C 2.70 1.37 0.92 -1.079
C 2.72 -1.39 1.33 -1.343
C 3.81 -0.35 -1.02 -1.361
C -3.45 1.98 -0.77 -1.335
C -4.53 -0.60 -0.59 -1.335
C -3.63 0.33 -3.06 -1.395
H 0.29 4.56 -1.77 0.257
H -0.72 4.27 0.50 0.299
H 1.58 -3.80 -4.16 0.564
H 2.16 -2.17 -3.67 0.326
H 0.55 -2.38 -4.43 0.393
H 1.56 -5.16 -2.06 0.525
H 1.21 -4.63 -0.39 0.386
H 2.61 -3.93 -1.26 0.389
H -0.57 -5.01 -2.93 0.457
H -1.58 -3.55 -3.22 0.389
H -1.52 -4.27 -1.60 0.405
H 3.76 1.63 0.76 0.487
H 2.53 1.22 1.99 0.410
H 2.07 2.19 0.57 -0.024
H 3.81 -1.44 1.47 0.471
H 2.34 -2.38 1.06 0.269
H 2.24 -1.09 2.27 0.384
H 4.68 -0.46 -0.37 0.520
H 3.92 0.54 -1.66 0.425
H 3.71 -1.24 -1.66 0.310
H -4.09 2.49 -1.50 0.454
H -2.51 2.54 -0.66 0.264
H -3.96 1.95 0.20 0.435
H -5.45 -0.33 -1.14 0.450
H -4.64 -0.31 0.47 0.403
H -4.37 -1.68 -0.66 0.377
H -4.72 0.50 -3.10 0.466
H -3.44 -0.65 -3.54 0.418
H -3.08 1.10 -3.62 0.323
C -0.02 1.00 -4.58 1.080
C 0.54 0.26 -5.62 -0.467
C 0.11 0.53 -6.93 -0.836
C -0.83 1.54 -7.17 -0.589
C -1.35 2.29 -6.10 -0.629
C -0.97 2.00 -4.78 -0.603
O 0.25 0.65 -3.23 -0.414
H 1.11 0.15 -3.18 0.218
H 1.22 -0.57 -5.39 0.436
H 0.49 -0.06 -7.76 0.427
H -1.14 1.75 -8.20 0.415
H -2.06 3.10 -6.29 0.442
H -1.40 2.50 -3.92 0.706
C -0.72 0.93 2.14 -0.677
C -0.85 -0.53 1.96 0.018
N -0.77 -1.22 0.82 0.910
C -0.96 -2.56 1.12 -0.502
C -1.15 -2.68 2.47 -0.880
N -1.08 -1.39 2.98 -0.030
H -1.71 1.35 2.37 0.380
H -0.04 1.14 2.97 0.433
H -0.34 1.42 1.22 -0.249
H -0.94 -3.31 0.33 0.373
H -1.32 -3.56 3.07 0.429
H -1.21 -1.09 3.94 0.234
```

Computed properties:
* total charge: +3
* ⟨S²⟩: 0.75
* spin multiplicity: 2
* calculated total energy: -3192.5748 a.u.


5.
This record from the Open Molecules 2025 dataset describes C12H19Cl3O2V as an isolated structure at a distorted geometry. The level of theory is ωB97M-V/def2-TZVPD.

```
37
Properties=species:S:1:pos:R:3:mulliken_charge:R:1
C -1.22 0.94 -1.09 0.428
C -1.38 -0.43 -1.53 0.906
C -0.07 -1.06 -1.42 1.030
C -2.65 -1.09 -1.90 -1.388
C 0.85 -0.08 -0.93 1.142
C 0.15 1.15 -0.75 0.243
C 0.82 2.50 -0.76 -1.867
C -2.25 2.02 -1.16 -1.785
C 0.27 -2.47 -1.73 -1.402
C 2.33 -0.24 -0.88 -1.971
V -0.75 -0.48 0.32 0.088
Cl -1.82 -2.66 0.76 -0.613
Cl -2.55 0.42 1.67 -0.645
Cl 0.93 -2.00 1.81 -0.584
H -3.49 -0.46 -1.61 0.302
H -2.73 -2.02 -1.32 0.148
H -2.68 -1.35 -2.96 0.278
H -0.44 -3.13 -1.22 0.162
H 1.29 -2.69 -1.37 0.309
H 0.22 -2.67 -2.81 0.308
H 2.63 -1.13 -0.33 0.311
H 2.83 0.63 -0.42 0.367
H 2.70 -0.33 -1.91 0.325
H 1.73 2.51 -0.16 0.391
H 0.15 3.28 -0.39 0.438
H 1.12 2.81 -1.78 0.267
H -3.21 1.66 -0.79 0.389
H -2.38 2.38 -2.19 0.246
H -1.96 2.86 -0.53 0.366
O 0.59 0.71 2.43 -0.237
H 0.88 1.55 2.07 0.203
C 1.43 -0.34 4.21 -1.159
C 1.78 0.13 2.86 0.692
O 2.81 0.14 2.21 -0.652
H 0.35 -0.32 4.30 0.328
H 1.81 0.52 4.77 0.364
H 1.90 -1.27 4.55 0.270
```

Computed properties:
* total charge: -2
* ⟨S²⟩: 1.02
* spin multiplicity: 2
* calculated total energy: -2943.7844 a.u.


6.
This record from the Open Molecules 2025 dataset describes C9H30B2F3N2O5PtS as an isolated structure at a distorted geometry. The level of theory is ωB97M-V/def2-TZVPD.

```
53
Properties=species:S:1:pos:R:3:mulliken_charge:R:1
Pt 0.11 -0.48 0.97 3.355
B 0.21 0.77 3.11 0.589
H -0.57 0.04 2.99 -0.163
H 1.13 0.20 3.05 -0.430
H 0.19 1.56 2.38 -0.413
H 0.15 1.17 4.11 -0.196
B -0.55 -2.38 2.00 0.025
H -0.33 -1.98 2.98 -0.209
H -1.27 -1.73 1.52 -0.463
H 0.40 -2.43 1.50 -0.323
H -1.00 -3.35 2.15 -0.202
C -4.24 1.07 1.51 0.675
F -4.35 0.46 2.72 -0.259
F -4.47 0.11 0.70 -0.257
F -5.22 1.84 1.32 -0.227
S -2.57 1.90 1.04 0.882
O -1.65 0.75 0.80 -1.214
O -2.88 2.70 -0.16 -0.725
O -2.12 2.82 2.17 -0.663
C 2.78 2.16 -1.35 -1.816
C 2.15 0.93 -0.70 0.644
C 3.14 0.22 0.19 -1.230
O 2.55 -0.90 0.85 -0.330
C 3.44 -1.63 1.73 -0.965
N 1.01 1.32 0.03 -0.410
H 2.04 2.67 -1.96 0.353
H 3.65 1.99 -1.99 0.417
H 3.08 2.87 -0.59 0.499
H 2.00 0.25 -1.54 0.014
H 3.40 1.01 0.89 0.436
H 4.08 0.02 -0.34 0.433
H 4.01 -1.04 2.45 0.341
H 4.17 -2.13 1.10 0.326
H 2.87 -2.41 2.25 0.252
H 0.33 1.71 -0.60 0.084
H 1.31 2.19 0.44 0.385
C -2.46 -1.83 -1.04 -1.945
C -1.22 -1.56 -1.82 0.367
C -1.15 -0.23 -2.45 -0.262
O 0.09 -0.12 -3.23 -0.413
C 0.20 1.09 -3.92 -0.826
N -0.17 -1.79 -0.82 -1.037
H -2.70 -1.15 -0.22 0.215
H -2.84 -2.85 -1.02 0.457
H -3.28 -1.54 -1.69 0.605
H -0.95 -2.38 -2.50 0.750
H -1.11 0.59 -1.73 -0.158
H -2.10 -0.11 -2.96 0.457
H 0.07 1.97 -3.29 0.283
H -0.53 1.25 -4.71 0.356
H 1.16 1.20 -4.42 0.290
H 0.44 -2.19 -1.51 0.270
H -0.42 -2.66 -0.38 0.374
```

Computed properties:
* total charge: -1
* ⟨S²⟩: 2.00
* spin multiplicity: 3
* calculated total energy: -1713.0883 a.u.


7.
This record from the Open Molecules 2025 dataset describes a 2-piece molecular cluster, C3H9N2PS overall at a distorted geometry. The level of theory is ωB97M-V/def2-TZVPD.

```
16
Properties=species:S:1:pos:R:3:mulliken_charge:R:1
C 1.10 -1.04 0.44 0.367
C 2.23 -0.86 1.30 -0.926
C -2.48 0.53 0.05 -0.942
N 0.14 -0.21 0.58 -0.435
N -0.37 1.69 -1.20 -0.702
P -0.90 0.07 -0.83 0.476
S -0.28 -2.06 -3.00 -0.230
H 1.11 -1.53 -0.59 0.044
H 3.13 -0.62 0.62 0.252
H 2.08 -0.12 2.03 0.312
H 2.38 -1.80 1.87 0.278
H -2.60 1.58 -0.17 0.304
H -3.28 0.01 -0.49 0.330
H -2.22 0.30 1.14 0.304
H -0.61 2.29 -0.32 0.286
H 0.58 1.78 -1.43 0.283
```

Computed properties:
* total charge: 0
* calculated total energy: -968.6312 a.u.


8.
This record from the Open Molecules 2025 dataset describes a 2-piece molecular cluster, C5H14NO overall. The level of theory is ωB97M-V/def2-TZVPD.

```
21
Properties=species:S:1:pos:R:3:mulliken_charge:R:1
C -2.41 -0.26 2.12 -1.097
C -2.02 0.73 1.04 -0.539
C -1.64 0.16 -0.33 -0.284
C -0.64 -0.98 -0.24 -0.956
C 1.64 -0.12 -0.34 -0.145
N 0.64 -0.53 0.33 0.085
H -2.60 0.32 3.03 0.337
H -3.37 -0.74 1.91 0.309
H -1.69 -1.06 2.33 0.293
H -2.90 1.36 0.89 0.351
H -1.30 1.47 1.38 0.382
H -2.53 -0.32 -0.73 0.309
H -1.32 0.98 -0.97 0.268
H -1.01 -1.82 0.35 0.376
H -0.46 -1.44 -1.21 0.370
H 2.45 0.39 0.15 0.297
H 1.69 -0.32 -1.41 0.302
H 0.61 -0.41 1.34 0.331
H 3.78 1.27 -3.05 0.309
H 4.51 0.78 -1.78 0.320
O 3.64 0.81 -2.20 -0.618
```

Computed properties:
* total charge: +1
* calculated total energy: -328.6355 a.u.


9.
This record from the Open Molecules 2025 dataset describes an isolated molecule of C3H5BrO at a distorted geometry. The level of theory is ωB97M-V/def2-TZVPD.

```
10
Properties=species:S:1:pos:R:3:mulliken_charge:R:1
C -0.91 0.78 0.62 -0.344
C 0.04 -0.46 0.36 0.425
C 0.68 -0.59 -0.95 -1.082
O -0.06 1.80 0.84 -0.569
Br 0.86 -1.19 1.83 0.018
H -1.53 0.90 -0.28 0.235
H -1.56 0.55 1.48 0.299
H 1.53 -1.27 -0.95 0.401
H 1.02 0.40 -1.29 0.315
H -0.06 -0.92 -1.68 0.302
```

Computed properties:
* total charge: 0
* calculated total energy: -2766.4240 a.u.